{"formula": "C32H54F5MnN3OSb3", "method": "wB97M-V/def2-TZVPD", "spin_multiplicity": 5, "s_squared": 6.36, "homo_ev": [-13.20, -13.39], "charge": 2, "energy_ha": -3861.732476, "e_lumo_ha": [-0.2881, -0.2059], "homo_lumo_gap_ev": [5.3550, 7.7876], "max_force_ev_per_a": 0.98, "elements": ["Mn", "C", "Sb", "C", "C", "C", "C", "C", "C", "C", "C", "C", "Sb", "C", "C", "H", "H", "H", "H", "H", "H", "H", "H", "H", "H", "H", "H", "H", "H", "H", "H", "H", "H", "H", "H", "C", "N", "C", "C", "N", "N", "C", "C", "H", "H", "H", "H", "H", "H", "H", "H", "H", "H", "H", "H", "H", "F", "C", "C", "F", "C", "F", "C", "O", "C", "F", "C", "F", "C", "C", "C", "Sb", "C", "C", "C", "C", "C", "C", "H", "H", "H", "H", "H", "H", "H", "H", "H", "H", "H", "H", "H", "H", "H", "H", "H", "H", "H", "H", "H"], "positions_angstrom": [[-0.3139, 0.4648, -0.3344], [3.9725, -0.7550, -0.5568], [2.3862, 0.6154, -0.2401], [2.8409, 1.1596, 1.7552], [3.1957, 2.2848, -1.3522], [3.4092, 3.4777, -0.4568], [4.5912, 3.5666, 0.2751], [4.8157, 4.6009, 1.1707], [3.8416, 5.5692, 1.3449], [2.6745, 5.5103, 0.5937], [2.4443, 4.4829, -0.3184], [1.2034, 4.5414, -1.1830], [-0.3480, 3.1680, -0.6611], [-0.8810, 3.9961, 1.2114], [-1.9139, 3.8910, -1.8738], [4.8465, -0.2682, -0.1230], [4.1276, -0.9084, -1.6210], [3.7972, -1.7096, -0.0624], [3.9084, 1.3639, 1.8042], [2.5929, 0.3372, 2.4292], [2.2953, 2.0611, 2.0348], [2.5270, 2.4814, -2.1871], [4.1350, 1.9040, -1.7536], [5.3599, 2.8126, 0.1282], [5.7495, 4.6565, 1.7161], [3.9988, 6.3855, 2.0386], [1.9360, 6.2998, 0.6943], [1.4285, 4.3905, -2.2405], [0.7124, 5.5115, -1.0859], [-1.2977, 4.9863, 1.0271], [0.0116, 4.0886, 1.8298], [-1.6215, 3.3690, 1.7039], [-1.9580, 4.9659, -1.7026], [-2.8486, 3.4220, -1.5733], [-1.7185, 3.6882, -2.9241], [-2.8994, -1.1621, 1.6531], [-2.4983, -0.2952, 2.7453], [-3.5969, 0.0808, 3.6398], [-1.2692, 0.2426, 2.8397], [-0.4501, 0.3614, 1.7982], [-0.9042, 0.6892, 4.0772], [0.1663, 1.6606, 4.2230], [-1.1433, -0.1291, 5.2702], [-3.4374, -2.0188, 2.0655], [-2.0246, -1.5176, 1.1257], [-3.5490, -0.6394, 0.9512], [-4.4697, 0.3137, 3.0291], [-3.3317, 0.9609, 4.2176], [-3.8595, -0.7326, 4.3176], [0.4566, 0.6269, 2.1618], [1.1502, 1.1849, 4.3201], [-0.0097, 2.2437, 5.1267], [0.1739, 2.3465, 3.3779], [-1.7453, -0.9979, 5.0241], [-1.6502, 0.4457, 6.0450], [-0.1879, -0.4790, 5.6688], [-4.5033, -0.3256, -5.5276], [-3.9359, -0.0643, -4.3594], [-4.7108, 0.2954, -3.2705], [-6.0254, 0.3739, -3.4040], [-4.1277, 0.5664, -2.0435], [-4.9034, 0.8929, -1.0085], [-2.7563, 0.4883, -1.8721], [-2.1658, 0.7123, -0.6812], [-2.0164, 0.1377, -2.9853], [-0.6654, 0.0288, -2.8090], [-2.5636, -0.1477, -4.2159], [-1.7879, -0.5036, -5.2356], [0.8552, -5.0157, 0.5856], [0.9854, -3.4975, 0.7129], [0.4400, -3.0148, 2.0550], [0.1491, -2.3890, -0.9456], [-1.5348, -3.3873, -1.8717], [-2.8578, -3.0787, -1.1771], [-1.3187, -4.8917, -2.0236], [1.6600, -2.6075, -2.4687], [1.0582, -2.4520, -3.8654], [2.4393, -3.9158, -2.3300], [1.5276, -5.4899, 1.3069], [1.1106, -5.4024, -0.3989], [-0.1571, -5.3402, 0.8293], [2.0388, -3.2125, 0.6323], [-0.6039, -3.3122, 2.1843], [0.5013, -1.9330, 2.1692], [1.0094, -3.4778, 2.8669], [-1.5167, -2.9172, -2.8586], [-2.9037, -3.5459, -0.1900], [-3.6804, -3.4952, -1.7668], [-3.0404, -2.0131, -1.0648], [-1.3970, -5.4086, -1.0688], [-0.3641, -5.1510, -2.4805], [-2.1056, -5.2875, -2.6729], [2.3335, -1.7792, -2.2690], [0.3944, -3.2851, -4.1086], [1.8607, -2.4629, -4.6084], [0.5033, -1.5268, -3.9985], [1.8074, -4.7859, -2.5156], [2.9082, -4.0352, -1.3525], [3.2379, -3.9397, -3.0784]]}